1.
Here is a 4-piece molecular cluster, C8H18O3 overall from the OMol25 dataset. Energies are from ωB97M-V/def2-TZVPD.

Properties
Charge: +1
Spin multiplicity: 2
DFT total energy: -14720.2909 eV
Expectation value of S²: 0.78

Geometry (Å):
C1 -0.9493 -1.9522 -0.4921
C2 -1.8240 -0.8198 -0.9628
C3 -2.2721 -0.7530 -2.2176
C4 -2.1812 0.2150 0.0663
C5 -1.2319 1.3681 -0.0546
C6 -0.0836 1.4450 0.6152
C7 0.8396 2.5498 0.4351
C8 2.1735 2.3930 0.5843
H1 -0.8137 -2.6971 -1.2485
H2 0.0421 -1.6206 -0.2748
H3 -1.3429 -2.4733 0.3739
H4 -2.9293 0.0720 -2.5368
H5 -1.9942 -1.4814 -2.9639
H6 -3.2387 0.5575 0.0068
H7 -2.1134 -0.2355 1.1139
H8 -1.5208 2.1352 -0.7375
H9 0.2503 0.6558 1.3382
H10 0.4259 3.4854 0.1588
H11 2.6180 1.4817 0.7944
H12 2.8645 3.2511 0.4267
H13 3.0610 -1.6112 0.3365
H14 1.8647 -1.1006 1.2178
O1 2.5183 -0.8670 0.5167
H15 1.8994 -0.3572 -0.9561
H16 0.7072 0.3757 -1.6431
O2 1.5121 -0.1711 -1.8656
H17 1.0471 -1.1280 3.2603
H18 -0.0938 -1.1917 2.2588
O3 0.7652 -1.5256 2.4495

Forces on atoms 1 to 6 (eV/Å):
-0.4040 0.1765 -0.0843
0.2325 -0.9625 -0.5395
-0.3026 0.9933 0.0856
-0.8730 0.4058 2.2044
-2.7672 -1.2731 -0.4348
3.6729 0.6486 1.6301

---

2.
Here is C8H19AgN2O2P as an isolated structure from the OMol25 dataset. Energies are from ωB97M-V/def2-TZVPD.

Properties
Charge: +2
Spin multiplicity: 2
DFT total energy: -28948.5580 eV
Expectation value of S²: 0.75

Geometry (Å):
C1 -2.4464 -1.2035 0.2059
C2 -2.9268 -0.5014 -1.0734
P1 -1.6833 0.5271 -1.8628
C3 -0.1238 -0.3054 -2.1802
C4 -0.2747 -1.4775 -3.1614
O1 -1.5260 1.9199 -1.1576
C5 -1.0021 2.0635 0.1960
O2 -1.7935 2.2376 1.0940
N1 0.3475 2.1317 0.2938
C6 0.9233 1.9021 1.6303
C7 2.3538 1.4090 1.5655
C8 2.5591 -0.0838 1.2570
N2 1.4422 -0.9662 1.7345
H1 -2.0033 -2.1672 0.0054
H2 -3.3320 -1.4034 0.7938
H3 -1.8142 -0.5876 0.8291
H4 -3.7875 0.1104 -0.8385
H5 -3.2465 -1.2476 -1.7904
H6 0.5218 0.4321 -2.6462
H7 0.3798 -0.6169 -1.2695
H8 -0.4602 -2.4137 -2.6577
H9 -1.0203 -1.3045 -3.9245
H10 0.6686 -1.5889 -3.6739
H11 0.8220 1.6483 -0.4545
H12 0.9625 2.8710 2.1063
H13 0.3074 1.2824 2.2663
H14 2.8198 1.9698 0.7649
H15 2.8699 1.6319 2.4847
H16 2.7665 -0.2827 0.2159
H17 3.4506 -0.3919 1.7837
H18 1.2941 -1.6917 1.0449
H19 1.8090 -1.4248 2.5838
Ag1 1.1426 -2.4782 3.8349

Forces on atoms 1 to 6 (eV/Å):
-0.2926 0.0361 0.0900
0.1669 -0.2306 0.2257
-0.4578 -0.1482 -0.2778
0.0802 0.0111 -0.4161
0.2437 0.0039 0.1479
0.8636 -0.2460 0.4488

---

3.
Here is an isolated ion of composition C8H19ClN3O2 and charge +1 from the OMol25 dataset. Energies are from ωB97M-V/def2-TZVPD.

Properties
Charge: +1
DFT total energy: -29684.3129 eV
SMILES: CN(C)[C@@H](Cl)[NH2+]NC(=O)OC(C)(C)C

Geometry (Å):
C1 -2.2801 0.3504 1.3558
N1 -0.9470 0.0034 0.7870
C2 -0.5855 -1.3750 1.1529
C3 0.1184 0.9304 1.0499
Cl1 1.8519 0.1746 1.2440
N2 0.2840 1.9495 0.0322
N3 0.4308 1.4343 -1.3076
C4 0.4022 2.3821 -2.2888
O1 0.0658 3.5241 -1.9961
O2 0.6965 1.8998 -3.5064
C5 0.4977 2.7098 -4.7636
C6 1.4086 3.9080 -4.7709
C7 -0.9383 3.1458 -4.8962
C8 0.8519 1.7448 -5.8820
H1 -2.8557 -0.5867 1.3878
H2 -2.1940 0.7407 2.3880
H3 -2.8670 1.0376 0.7285
H4 -1.5087 -1.9457 1.2577
H5 0.0424 -1.7810 0.3491
H6 -0.0277 -1.3388 2.1030
H7 0.0064 1.4424 2.0225
H8 1.1295 2.4679 0.2946
H9 -0.5123 2.5998 0.0105
H10 0.9238 0.5605 -1.4053
H11 2.4607 3.6195 -4.6712
H12 1.3039 4.4295 -5.7281
H13 1.1331 4.6057 -3.9751
H14 -1.6261 2.2923 -4.8740
H15 -1.2036 3.8597 -4.1115
H16 -1.0736 3.6448 -5.8618
H17 0.1967 0.8668 -5.8679
H18 0.7266 2.2218 -6.8602
H19 1.8941 1.4173 -5.8139

Forces on atoms 1 to 6 (eV/Å):
0.1638 0.1273 0.1494
0.1985 0.3043 -0.1773
0.4729 0.0917 -0.1053
0.1214 -2.1630 2.0510
-1.6041 0.7995 -0.5090
0.6822 0.3263 -1.9352

---

4.
Here is C8H19GdNS2Se4 as an isolated structure from the OMol25 dataset. Energies are from ωB97M-V/def2-TZVPD.

Properties
Charge: +1
Spin multiplicity: 8
DFT total energy: -313979.8932 eV
Expectation value of S²: 16.07

Geometry (Å):
Gd1 0.1252 -0.1740 0.3313
S1 -1.2314 2.1289 1.1507
S2 0.6679 -1.7891 -1.9035
C1 -1.3974 1.6771 2.9480
C2 -2.8633 1.5793 0.4486
C3 -3.1034 0.0987 0.1263
N1 -2.1001 -0.3770 -0.8531
C4 -2.1790 -1.8137 -1.2032
C5 -1.1140 -2.1551 -2.2520
H1 -2.9418 2.2000 -0.4529
H2 -3.5631 1.9211 1.2081
H3 -4.1138 -0.0031 -0.3129
H4 -3.0318 -0.5240 1.0284
H5 -3.1735 -2.0254 -1.6384
H6 -2.0407 -2.3971 -0.2827
H7 -1.2695 -1.5856 -3.1751
H8 -1.1033 -3.2221 -2.4561
C6 1.2399 -3.3001 -0.9790
H9 -2.1923 0.1771 -1.7077
H10 0.5067 -3.6533 -0.2561
H11 2.1666 -3.0135 -0.4782
H12 1.3960 -3.9668 -1.8258
H13 -0.3914 1.7680 3.3601
H14 -1.7898 0.6755 3.1066
H15 -2.0616 2.4807 3.2665
C7 1.1111 1.4436 -1.3086
C8 -0.0942 1.3394 -1.8430
H16 1.9715 0.8386 -1.6484
H17 1.3573 2.1715 -0.5172
H18 -0.3181 0.6513 -2.6934
H19 -0.9356 2.0110 -1.5805
Se1 2.7876 -0.1613 0.9726
Se2 1.9268 -0.4421 3.1163
Se3 1.1862 -2.6388 2.5739
Se4 -0.9937 -1.9839 2.1283

Forces on atoms 1 to 6 (eV/Å):
0.3449 -1.6719 2.4622
-0.4321 -0.6753 0.3469
-0.4451 -0.4681 0.8061
-0.1718 0.8627 -0.9663
0.3912 0.2240 0.2949
0.2151 0.0914 -0.3477

---

5.
Here is C8H19IrO7P2S3 as an isolated structure from the OMol25 dataset. Energies are from ωB97M-V/def2-TZVPD.

Properties
Charge: +2
DFT total energy: -76850.5798 eV

Geometry (Å):
Ir1 -0.0156 -0.2266 0.4676
C1 0.1495 2.0341 2.8275
C2 0.6836 2.7536 1.6148
S1 -0.0113 2.0074 0.1032
C3 1.3841 2.1318 -1.0393
C4 2.6336 1.4493 -0.5322
S2 2.2772 -0.1755 0.2428
C5 2.8610 0.1131 1.9592
C6 1.8261 -0.3713 2.9429
S3 0.1520 0.2387 2.6672
H1 0.6662 2.3222 3.7445
H2 -0.9097 2.2585 2.9713
H3 0.3475 3.7917 1.6332
H4 1.7674 2.7598 1.5495
H5 1.0063 1.6399 -1.9360
H6 1.5709 3.1777 -1.2911
H7 3.2924 1.2587 -1.3794
H8 3.2042 2.0394 0.1811
H9 3.7798 -0.4575 2.0969
H10 3.1122 1.1637 2.0808
H11 1.6834 -1.4520 2.8638
H12 2.1114 -0.1566 3.9751
C7 -2.5418 -2.4682 -2.0382
C8 -2.4576 -2.6928 -0.5309
O1 -3.1882 -3.8581 -0.2143
P1 -3.0779 -1.2571 0.4101
O2 -4.4431 -0.8996 -0.2442
O3 -3.4620 -1.7585 1.8525
O4 -2.0989 -0.0838 0.4258
P2 -0.6988 -2.8115 0.0433
O5 -0.2937 -4.3101 0.1382
O6 -0.6394 -2.1639 1.4478
O7 0.1684 -1.9457 -0.8758
H13 -3.5787 -2.3033 -2.3246
H14 -2.1900 -3.3642 -2.5490
H15 -1.9380 -1.6198 -2.3534
H16 -3.4634 -3.8846 0.7124
H17 -4.9743 -0.1804 0.1257
H18 -2.7043 -1.8692 2.4487
H19 -0.1120 -4.8184 -0.6646

Forces on atoms 1 to 6 (eV/Å):
-0.0039 0.0480 1.8421
0.0318 0.1621 0.1794
-0.0001 0.2364 0.0134
0.1216 -0.2500 -0.7762
-0.0241 0.3196 -0.1543
0.1893 -0.0608 -0.2057

---

6.
Here is an isolated ion of composition C8H19N2Si and charge +1 from the OMol25 dataset. Energies are from ωB97M-V/def2-TZVPD.

Properties
Charge: +1
DFT total energy: -19456.4386 eV
SMILES: C/C=N/[Si](C)(C)CC/C=[NH+]\C

Geometry (Å):
C1 -4.0574 -1.9370 0.0468
C2 -3.1709 -0.8358 0.4828
N1 -2.1735 -0.4748 -0.1948
Si1 -1.0271 0.7973 -0.1282
C3 -0.5731 1.6169 1.5336
C4 -1.5163 2.0365 -1.4779
C5 0.6384 0.0001 -0.7866
C6 1.2875 -0.9903 0.2019
C7 2.4966 -1.2989 -0.5453
N2 3.6559 -0.7334 -0.4011
C8 4.0443 0.2050 0.6252
H1 -4.0828 -2.7167 0.8071
H2 -3.7279 -2.3515 -0.9017
H3 -5.0737 -1.5567 -0.0518
H4 -3.4475 -0.3587 1.4299
H5 -0.3944 0.8801 2.3139
H6 0.3074 2.2506 1.4619
H7 -1.3899 2.2479 1.8759
H8 -2.3778 2.6172 -1.1666
H9 -0.7161 2.7315 -1.7061
H10 -1.7853 1.5218 -2.3941
H11 0.4155 -0.4958 -1.7271
H12 1.3185 0.8235 -0.9978
H13 0.6399 -1.8571 0.3100
H14 1.4529 -0.5339 1.1725
H15 2.3971 -1.9806 -1.3820
H16 4.3915 -0.9497 -1.0668
H17 3.1743 0.6703 1.0800
H18 4.6200 -0.3060 1.3995
H19 4.6738 0.9781 0.1871

Forces on atoms 1 to 6 (eV/Å):
-0.2049 -0.1934 -0.0416
0.1515 0.0614 0.0430
0.2828 0.0054 -0.0127
0.8196 0.6036 -0.5795
-0.4339 -0.4222 -0.5088
0.1767 -0.4380 0.6526

---

7.
Here is a 2-piece molecular cluster, C8H19N3O overall from the OMol25 dataset. Energies are from ωB97M-V/def2-TZVPD.

Properties
Charge: 0
DFT total energy: -15120.8152 eV
SMILES: C[C@@H](O)CCN.[H]/N=C/NCC=C

Geometry (Å):
C1 -1.1478 1.5869 0.6987
C2 -1.4762 0.1380 0.9982
O1 -1.3977 -0.0169 2.4167
C3 -2.8657 -0.2689 0.5000
C4 -3.0499 -0.1519 -1.0041
N1 -4.3355 -0.6914 -1.4435
H1 -0.9424 1.7343 -0.3707
H2 -2.0006 2.2187 0.9948
H3 -0.2845 1.9092 1.2914
H4 -0.7031 -0.5028 0.5325
H5 -1.7308 -0.9165 2.6064
H6 -3.6221 0.3042 1.0197
H7 -3.0479 -1.3196 0.7649
H8 -2.9138 0.9272 -1.2595
H9 -2.2536 -0.7143 -1.5067
H10 -4.3239 -0.8830 -2.4369
H11 -5.0931 -0.0283 -1.2984
H12 3.6126 3.0343 -1.2778
N2 3.0647 2.6624 -0.4882
C5 2.7162 1.4437 -0.7304
N3 2.1112 0.7129 0.2516
C6 2.0660 -0.7374 0.1599
C7 3.3605 -1.4379 0.4534
C8 3.9367 -2.3253 -0.3447
H13 2.8936 0.9112 -1.6817
H14 2.1610 1.1193 1.1728
H15 1.7347 -1.0053 -0.8629
H16 1.2964 -1.0921 0.8427
H17 3.7978 -1.2263 1.4181
H18 4.8576 -2.8266 -0.0585
H19 3.5796 -2.5578 -1.3578

Forces on atoms 1 to 6 (eV/Å):
-0.2088 0.2880 0.1158
0.0099 0.1092 -0.1821
-0.2793 -0.8130 0.0159
0.3227 -0.7886 -0.1099
0.2339 0.8460 -0.0977
-0.1640 0.0570 -0.0212

---

8.
Here is a 2-piece molecular cluster, C8H19NO overall from the OMol25 dataset. Energies are from ωB97M-V/def2-TZVPD.

Properties
Charge: 0
DFT total energy: -12136.8780 eV
SMILES: CCN(C)C(C)=O.CCC

Geometry (Å):
C1 1.7754 0.6927 -2.6149
C2 2.2768 0.8971 -1.1492
N1 1.3094 0.6371 -0.1367
C3 1.2923 -0.7143 0.5146
C4 0.4278 1.6085 0.2890
C5 -0.9743 1.1983 0.8012
O1 0.6910 2.8494 -0.1058
H1 0.9237 -0.0649 -3.0451
H2 2.4357 0.1995 -3.4085
H3 1.4853 1.7624 -2.8837
H4 3.3483 0.4375 -0.9727
H5 2.6088 2.0678 -1.2407
H6 2.0218 -1.5007 0.1943
H7 1.7411 -0.7235 1.5686
H8 0.3652 -1.1920 0.3766
H9 -1.5659 1.8949 1.3041
H10 -1.5306 0.6787 -0.0251
H11 -1.2675 0.6170 1.5897
C6 -1.5238 -1.8511 1.9965
C7 -1.8964 -2.5679 0.7434
C8 -2.7747 -1.7752 -0.3064
H12 -1.8835 -2.4743 2.7921
H13 -0.4567 -1.5993 2.1657
H14 -2.0535 -0.8263 2.0425
H15 -2.4769 -3.6905 0.9540
H16 -1.0938 -3.1423 0.1933
H17 -3.0888 -0.7850 -0.0087
H18 -3.6772 -2.3561 -0.3384
H19 -2.1485 -1.4853 -1.0998

Forces on atoms 1 to 6 (eV/Å):
-1.5060 -0.8563 -2.7958
3.5581 2.0891 -1.7033
-0.3873 -1.4617 1.7883
2.6223 0.1353 0.7924
1.0119 4.5676 -2.7144
0.6460 -0.1049 -2.4859

---

9.
Here is a 2-piece molecular cluster, C8H19NO overall from the OMol25 dataset. Energies are from ωB97M-V/def2-TZVPD.

Properties
Charge: 0
DFT total energy: -12140.2346 eV
SMILES: CNC(C)=O.CCCCC

Geometry (Å):
C1 2.7745 -0.9415 -3.1791
N1 1.7454 -0.5522 -2.0879
C2 2.1409 -1.0413 -0.9301
C3 1.5385 -0.4006 0.2986
O1 3.0288 -1.8758 -0.5861
H1 3.3759 -1.8794 -2.8909
H2 2.3892 -1.0834 -4.2597
H3 3.6144 -0.1186 -3.2431
H4 1.0258 0.2697 -2.1877
H5 0.7500 0.4358 0.0066
H6 2.2469 0.0837 1.0180
H7 1.0276 -1.1254 0.9309
C4 -0.3707 2.1155 2.6336
C5 -1.5757 1.2827 2.1670
C6 -1.2537 0.4558 0.9392
C7 -2.4590 -0.3160 0.3333
C8 -2.1467 -1.1317 -0.8980
H8 0.4733 1.4524 2.8468
H9 -0.0213 2.7993 1.8660
H10 -0.5875 2.6764 3.5343
H11 -2.4491 1.9358 1.9563
H12 -1.8526 0.6046 2.9295
H13 -0.8593 1.1081 0.1451
H14 -0.4073 -0.2368 1.1125
H15 -3.2031 0.4641 0.1238
H16 -2.8818 -0.9972 1.1048
H17 -1.2209 -1.7611 -0.6738
H18 -2.9324 -1.7560 -1.2851
H19 -1.9101 -0.4671 -1.7248

Forces on atoms 1 to 6 (eV/Å):
1.1936 0.9188 -1.1387
0.8298 0.1990 -3.7427
1.7721 -0.6048 5.5603
-1.8159 2.6168 -0.1915
-1.5295 1.1269 -2.7178
-1.5573 1.4025 -0.0522

---

10.
Here is a 2-piece molecular cluster, C8H19NO overall from the OMol25 dataset. Energies are from ωB97M-V/def2-TZVPD.

Properties
Charge: 0
DFT total energy: -12142.1898 eV
SMILES: CNC(C)=O.CCCCC

Geometry (Å):
C1 2.7842 1.1645 0.3723
N1 1.8155 1.1927 -0.6938
C2 0.6012 1.7577 -0.5259
C3 -0.2225 1.8811 -1.7717
O1 0.1877 2.2183 0.5201
H1 2.2974 1.4774 1.2731
H2 3.1948 0.1699 0.4917
H3 3.6422 1.7869 0.0744
H4 2.1766 1.1501 -1.6548
H5 0.1622 1.3060 -2.6318
H6 -0.2385 2.9233 -2.0630
H7 -1.2170 1.5763 -1.5289
C4 -3.2653 -0.4766 -0.1682
C5 -2.0502 -0.4251 0.7246
C6 -0.8795 -1.1886 0.2049
C7 0.2699 -1.2470 1.2091
C8 1.4327 -2.0408 0.6450
H8 -2.9295 -0.3202 -1.1985
H9 -3.7192 -1.4664 -0.1777
H10 -4.0409 0.2163 0.1134
H11 -2.3117 -0.7599 1.7728
H12 -1.6918 0.5853 0.8798
H13 -1.1835 -2.2008 -0.1379
H14 -0.4898 -0.6913 -0.6997
H15 -0.1156 -1.5754 2.2157
H16 0.5855 -0.1775 1.3120
H17 1.7106 -1.7182 -0.3809
H18 2.3108 -2.0117 1.2696
H19 1.1836 -3.1060 0.5544

Forces on atoms 1 to 6 (eV/Å):
0.9446 -0.0384 -0.8793
0.5079 -0.2163 -0.8389
-0.1804 0.7499 -0.5177
0.6108 -0.2526 -0.7801
0.0993 -0.3000 0.5068
-0.0035 0.3608 0.4721

---

11.
Here is C8H19NO4RuS3 as an isolated structure from the OMol25 dataset. Energies are from ωB97M-V/def2-TZVPD.

Properties
Charge: +1
Spin multiplicity: 6
DFT total energy: -53359.4896 eV
Expectation value of S²: 8.78

Geometry (Å):
Ru1 -0.3488 0.2342 0.7048
S1 -0.6917 2.2554 -0.4128
S2 0.4098 -1.8441 1.4753
C1 -1.9662 2.1218 -1.6939
C2 0.7900 2.3210 -1.4656
C3 1.3467 0.9382 -1.7514
N1 1.4897 0.2036 -0.4574
C4 2.0025 -1.1825 -0.6817
C5 2.0309 -1.9109 0.6493
H1 1.5174 2.9561 -0.9369
H2 0.4734 2.8149 -2.3868
H3 2.3314 0.9938 -2.2427
H4 0.6632 0.3500 -2.3829
H5 3.0059 -1.1241 -1.1328
H6 1.3195 -1.6685 -1.3939
H7 2.7621 -1.4726 1.3455
H8 2.2398 -2.9741 0.5124
C6 -0.4022 -3.2182 0.6107
H9 2.1760 0.7047 0.1167
H10 -0.3112 -3.1021 -0.4738
H11 -1.4569 -3.1864 0.9049
H12 0.0906 -4.1306 0.9657
H13 -2.8927 1.8199 -1.1930
H14 -1.6765 1.3705 -2.4358
H15 -2.0480 3.1209 -2.1369
C7 -0.5336 1.0199 2.5803
C8 0.8057 1.1954 2.0874
H16 -0.7105 0.2829 3.3687
H17 -1.1839 1.8966 2.6401
H18 1.5884 0.5910 2.5494
H19 1.1044 2.2135 1.8313
O1 -3.9106 0.0754 -0.4573
S3 -2.8866 -0.7637 0.1369
O2 -3.2735 -2.1048 0.5174
O3 -1.6040 -0.7896 -0.7655
O4 -2.2503 -0.0076 1.4042

Forces on atoms 1 to 6 (eV/Å):
0.8170 0.7125 1.0050
-0.4444 2.2163 -1.9233
1.0022 -2.7929 0.3520
-0.0102 0.3928 -0.0518
0.0506 0.2631 0.0029
0.2380 -0.4433 0.4649

---

12.
Here is an isolated ion of composition C8H19NP and charge +1 from the OMol25 dataset. Energies are from ωB97M-V/def2-TZVPD.

Properties
Charge: +1
DFT total energy: -19373.4741 eV
SMILES: C=CP(C(C)C)[C@H](C)C[NH3+]

Geometry (Å):
C1 -0.1587 3.2354 -0.6135
C2 -0.0921 2.1108 0.1015
P1 0.2263 0.4808 -0.6768
C3 1.9268 0.2286 0.2541
C4 3.0106 1.1040 -0.3742
C5 2.4340 -1.2190 0.1665
C6 -0.9316 -0.6409 0.4180
C7 -0.7675 -2.0953 -0.0053
C8 -2.2690 -0.0904 0.0059
N1 -3.3562 -1.1624 0.0296
H1 -0.2986 4.1698 0.0255
H2 -0.2323 3.0635 -1.6195
H3 -0.0892 2.0589 1.1391
H4 1.5689 0.4049 1.3165
H5 4.0607 0.8439 -0.0618
H6 2.7104 2.2595 -0.1586
H7 3.0365 1.1386 -1.5052
H8 2.3573 -1.3342 -0.9021
H9 1.8810 -1.8556 0.7571
H10 3.4899 -1.2800 0.4799
H11 -0.8354 -0.7474 1.5915
H12 0.3293 -2.2321 -0.1633
H13 -1.2739 -2.3349 -0.9383
H14 -1.2211 -2.6411 0.8136
H15 -2.6889 0.7194 0.7448
H16 -2.2325 0.3499 -0.9439
H17 -3.8567 -1.4115 -0.8090
H18 -2.7307 -2.1160 0.1370
H19 -3.9972 -1.0072 0.7907

Forces on atoms 1 to 6 (eV/Å):
-0.6753 0.1485 4.4402
0.1332 -0.5807 -1.9525
1.1984 -0.4178 1.5252
-1.0042 -0.6302 0.5435
-0.5386 3.5928 -0.1429
1.1647 2.3570 -1.0724

---

Number 12 is which compound?
C8H19NP